(1)
Molecular formula: C38H100N6O13
Method: DFT, ωB97M-V/def2-TZVPD

Positions of all 157 atoms, in Å:
C -4.02974 -1.57158 2.84691
O -5.39260 -1.52534 2.40825
C -5.86968 -0.14613 2.20011
C -7.39684 -0.07424 1.72041
C -8.01219 1.28233 1.38214
N -8.19390 -0.73351 2.78274
H -3.26960 -0.98374 2.33238
H -3.76518 -2.60387 2.61778
H -3.86498 -1.25040 3.87540
H -5.60853 0.49555 3.04163
H -5.21141 0.16794 1.39009
H -7.44261 -0.63391 0.78619
H -8.36615 1.90767 2.20174
H -8.73045 1.33987 0.56427
H -7.20367 1.85561 0.92855
H -9.13863 -0.76729 2.42715
H -7.95563 -1.69382 2.98553
C 1.02118 0.36604 0.40383
O -0.38470 0.33811 0.56077
C -1.04373 -0.72868 -0.06523
C -2.51101 -0.41756 -0.34447
C -3.28782 -1.65482 -0.62575
N -2.56320 0.66993 -1.38906
H 1.51073 -0.54301 0.75320
H 1.43331 1.19512 0.97905
H 1.22859 0.42954 -0.66437
H -0.54967 -0.97226 -1.00579
H -0.99993 -1.67652 0.47123
H -2.84072 0.14067 0.53175
H -3.01899 -2.37809 0.14412
H -3.03092 -2.14085 -1.56696
H -4.36664 -1.50074 -0.60303
H -2.14073 0.15713 -2.14976
H -1.79079 1.25225 -1.09856
C 3.98563 -8.64748 1.33646
O 3.50692 -7.39585 0.79464
C 2.34043 -7.66889 0.08675
C 1.57362 -6.32954 -0.10050
N 0.95727 -5.90590 1.12441
C 0.19934 -4.62643 1.04815
C -0.93164 -4.54484 2.19327
O -1.25608 -3.21181 2.69815
C -0.36937 -2.58395 3.63084
H 5.04145 -8.64444 1.60725
H 3.91822 -9.46203 0.61530
H 3.39670 -8.87872 2.22403
H 1.66153 -8.36573 0.57829
H 2.51886 -8.04222 -0.92166
H 0.71999 -6.48519 -0.76019
H 2.22752 -5.53280 -0.45508
H 1.71571 -5.81074 1.78456
H -0.30637 -4.42824 0.10312
H 0.87399 -3.78046 1.17953
H -0.73982 -5.19409 3.04755
H -1.85584 -4.88111 1.72331
H -0.61938 -1.52467 3.69010
H 0.69669 -2.51113 3.41559
H -0.31253 -3.10922 4.58424
C 4.51652 2.39779 0.79227
O 3.65098 2.97192 1.81837
C 3.08182 4.30282 1.56068
C 1.97281 4.30940 0.40844
N 2.61131 4.49600 -0.87874
C 2.45360 5.83153 -1.47930
C 3.19904 7.02993 -0.83738
O 4.56542 7.25309 -1.12629
C 5.59690 6.40795 -0.48453
H 3.79423 2.43794 -0.02307
H 4.90292 1.38569 0.91244
H 5.23369 3.08748 0.34719
H 3.78758 5.12729 1.45944
H 2.50749 4.58437 2.44328
H 1.12578 4.98567 0.52378
H 1.47562 3.35935 0.60416
H 3.54275 4.19016 -0.63589
H 1.36755 5.92396 -1.48681
H 2.57725 5.85005 -2.56211
H 3.01119 6.97540 0.23492
H 2.62216 7.88231 -1.19622
H 6.49804 6.76757 -0.98123
H 5.36973 5.35315 -0.63908
H 5.72612 6.43042 0.59755
C -2.28010 4.88456 -0.99054
O -1.55015 5.14724 -2.18174
C -0.97039 3.94600 -2.74860
C 0.01200 4.16385 -3.90773
N -0.66773 4.39710 -5.20453
C -1.30001 5.65203 -5.36044
C -2.11965 5.54656 -6.72912
O -3.15312 4.47172 -6.65759
C -4.33153 4.78299 -5.88486
H -1.37236 4.69691 -0.41705
H -2.93865 4.01768 -1.04475
H -2.92095 5.70713 -0.67307
H -1.73959 3.30174 -3.17446
H -0.38861 3.43696 -1.98015
H 0.77320 3.40136 -4.07287
H 0.61008 5.04512 -3.67585
H -1.13602 3.53173 -5.43242
H -0.56036 6.44141 -5.49422
H -1.95581 5.87291 -4.51827
H -1.39823 5.49829 -7.54480
H -2.63994 6.49468 -6.86505
H -4.75132 3.83970 -5.53546
H -5.04787 5.46143 -6.34820
H -4.02464 5.15469 -4.90723
C 4.99239 -1.19462 0.00488
O 5.57468 -2.22627 0.66886
C 6.69810 -2.86067 -0.04614
C 7.35114 -3.98934 0.86348
N 8.42020 -3.55701 1.90543
C 7.79323 -2.97350 2.99061
C 8.71128 -2.97394 4.22248
O 8.81972 -4.19673 5.02440
C 9.73535 -5.11612 4.36037
H 4.95943 -1.44444 -1.05559
H 5.71363 -0.38036 0.07484
H 4.05339 -0.90934 0.47922
H 7.50517 -2.21254 -0.38773
H 6.37306 -3.39511 -0.93879
H 7.77521 -4.68778 0.14206
H 6.63895 -4.60510 1.41277
H 9.23064 -4.15602 1.97235
H 7.02847 -3.63830 3.39219
H 7.24693 -2.03638 2.88354
H 8.24826 -2.20753 4.84404
H 9.66035 -2.43833 4.24434
H 10.38204 -5.64118 5.06337
H 10.38144 -4.70373 3.58538
H 9.13259 -5.88884 3.88319
C -5.61866 0.40489 -2.74819
C -5.50862 1.91557 -2.39374
O -4.85301 2.03269 -1.15042
H -4.59156 0.04053 -2.72825
H -5.96535 0.33667 -3.77933
H -6.34689 -0.00830 -2.05029
H -6.42166 2.50421 -2.48297
H -4.76231 2.39533 -3.02693
H -4.14939 1.39191 -1.27665
C -2.72911 4.16479 2.66003
C -3.66920 3.16374 1.95469
O -4.42630 3.75512 0.97590
H -2.09671 4.80466 2.04461
H -1.95133 3.79541 3.32840
H -3.39118 4.74674 3.30119
H -4.34790 2.79722 2.72484
H -3.16290 2.21259 1.79014
H -4.59666 3.09240 0.30256
C -4.81770 -5.06483 -1.56807
C -4.25334 -6.17455 -0.72739
O -2.90127 -6.01332 -1.14895
H -5.85644 -5.33432 -1.37701
H -4.63158 -4.97647 -2.63842
H -4.77839 -4.09221 -1.07759
H -4.75831 -7.10891 -0.97249
H -4.35996 -6.12244 0.35613
H -2.97467 -5.49709 -1.95501

* E: -2813.92741 Ha
* SMILES: COC[C@H](C)N.COC[C@H](C)N.COCCNCCOC.COCCNCCOC.COCCNCCOC.COCCNCCOC.CCO.CCO.CCO
* M: 849.2 g mol⁻¹
* E_HOMO: -8.26 eV
* frontier orbital gap: 8.672 eV
* net charge: 0

=====

(2)
Molecular formula: C38H102N2O12
Method: DFT, ωB97M-V/def2-TZVPD

Positions of all 154 atoms, in Å:
C 1.14633 -3.90917 -7.57148
O 2.06346 -2.88857 -7.79673
C 2.22019 -1.98215 -6.71273
C 3.33236 -0.97770 -7.08153
C 3.71118 0.02972 -5.91844
N 2.86521 -0.17869 -8.18852
H 1.18169 -4.40488 -6.57937
H 1.49195 -4.60926 -8.30501
H 0.14367 -3.50037 -7.75737
H 1.32719 -1.44350 -6.46619
H 2.57488 -2.52768 -5.82254
H 4.24248 -1.65127 -7.20792
H 4.12779 0.92240 -6.36117
H 4.50113 -0.46409 -5.38169
H 2.85978 0.35841 -5.32678
H 2.19668 -0.70423 -8.77345
H 3.62178 0.14348 -8.76126
C -0.66669 -1.29458 2.10064
O -0.61742 -0.07838 1.37637
C 0.36274 -0.21705 0.38099
C 0.19000 0.91621 -0.69858
C 1.42205 0.96720 -1.58346
N 0.05436 2.24464 -0.02708
H 0.22254 -1.42420 2.65133
H -0.79457 -2.11190 1.34722
H -1.56700 -1.31587 2.67769
H 1.30173 -0.02656 0.80625
H 0.35758 -1.25656 0.01766
H -0.74375 0.74672 -1.29237
H 2.28799 1.05502 -0.97272
H 1.50475 1.84965 -2.22191
H 1.58761 0.04220 -2.21434
H -0.56792 2.11548 0.73868
H 0.91220 2.69459 0.26961
C -0.14656 -6.04499 2.98168
C -0.75409 -4.69084 2.95611
C -2.20582 -4.93825 2.51124
O -0.71967 -4.01213 4.18202
H 0.83974 -5.99650 3.40268
H 0.02172 -6.44833 1.93820
H -0.72498 -6.78643 3.55475
H -0.09867 -4.07388 2.32139
H -2.78212 -5.20235 3.44810
H -2.27054 -5.69231 1.75142
H -2.65541 -4.06189 2.05276
H -1.53822 -3.61453 4.42904
C -1.93154 -2.40436 -1.84445
C -2.60048 -1.90488 -3.11050
C -1.69609 -0.99283 -3.96013
O -3.04882 -3.04025 -3.95271
H -2.60846 -2.96606 -1.16349
H -1.59798 -1.49905 -1.33153
H -1.02555 -2.98345 -2.03928
H -3.54264 -1.23854 -2.78747
H -0.87883 -1.57158 -4.45246
H -1.19067 -0.23812 -3.33888
H -2.23139 -0.52455 -4.78730
H -3.59400 -2.74990 -4.68247
C -1.69861 -1.28853 6.28662
C -2.61348 -2.50625 6.43129
C -3.78760 -2.23769 7.38202
O -3.13697 -2.70526 5.05928
H -2.24900 -0.42908 5.93601
H -0.86683 -1.46548 5.63087
H -1.20037 -1.08596 7.25824
H -2.11881 -3.41138 6.75938
H -4.34741 -1.40573 6.99650
H -3.49870 -1.90907 8.44310
H -4.46788 -3.06973 7.60089
H -4.06419 -2.92754 5.02722
C -5.73982 -0.09203 1.17708
C -4.29848 0.38909 1.13817
C -3.72729 0.67431 2.53719
O -3.53220 -0.57251 0.41246
H -6.24272 0.21653 2.06409
H -5.65820 -1.20607 1.25372
H -6.25651 0.13767 0.23887
H -4.25828 1.37654 0.67162
H -4.34466 1.42683 3.04005
H -2.68827 1.13967 2.50405
H -3.67980 -0.24771 3.10061
H -2.66658 -0.62592 0.80697
C 3.75134 -4.66222 3.20396
C 2.78650 -3.49302 3.03384
C 3.52249 -2.19131 2.82751
O 2.02342 -3.68940 1.87393
H 4.41998 -4.43859 4.01341
H 4.37841 -4.62514 2.31330
H 3.14705 -5.56018 3.41008
H 2.09032 -3.38543 3.86858
H 2.88667 -1.34795 2.83924
H 4.08222 -2.18030 1.86493
H 4.30295 -1.92843 3.56109
H 2.22908 -2.96228 1.22680
C 4.19674 2.33577 4.24016
C 3.30392 1.54573 3.26695
C 1.83015 1.62561 3.77482
O 3.31082 2.17199 1.98087
H 3.61331 3.27690 4.30925
H 5.13662 2.63420 3.87743
H 4.33093 1.89712 5.20520
H 3.54447 0.52177 3.10764
H 1.47369 2.61694 3.84415
H 1.66839 1.15449 4.75921
H 1.22060 1.09441 3.01362
H 4.14926 1.95981 1.58295
C 2.06831 -3.28955 -2.29887
C 3.34396 -2.86802 -1.57911
C 4.20171 -2.17823 -2.54051
O 2.98480 -1.98576 -0.48680
H 1.30262 -3.52258 -1.50209
H 2.29288 -4.20759 -2.86700
H 1.61691 -2.54722 -2.98557
H 3.83377 -3.75901 -1.19860
H 3.90379 -1.13937 -2.74233
H 4.03242 -2.67039 -3.52002
H 5.28066 -2.15742 -2.25318
H 2.91570 -1.13305 -0.88818
C -1.48111 5.96751 -4.74538
C -0.24625 5.07550 -4.46673
C 1.02584 5.87111 -4.08941
O -0.38430 3.93085 -3.65362
H -2.27136 5.29543 -4.95680
H -1.34775 6.53326 -5.72601
H -1.70821 6.52362 -3.84643
H -0.10656 4.59528 -5.43901
H 0.98183 6.36272 -3.20028
H 1.33482 6.60939 -4.83734
H 1.77683 5.06347 -4.01937
H -0.52478 4.21428 -2.73131
C 1.20086 5.81308 2.42073
C -0.04826 5.45129 3.21912
C -1.06836 4.71399 2.40976
O 0.39720 4.66149 4.39663
H 0.93013 6.54571 1.65127
H 1.67128 4.91954 1.97260
H 1.98871 6.22390 3.07114
H -0.45775 6.40893 3.42369
H -1.95096 4.58924 3.00629
H -0.61822 3.76004 2.17000
H -1.33430 5.19414 1.48145
H -0.37650 4.16555 4.71429
C -3.46281 5.33845 -0.86547
C -2.74353 4.03481 -0.79414
C -3.24748 2.94237 -1.78621
O -1.36762 4.34922 -1.03417
H -2.83056 6.10556 -0.40868
H -4.42899 5.30911 -0.31129
H -3.66823 5.52658 -1.95931
H -2.84559 3.62501 0.24476
H -2.62554 2.06053 -1.70092
H -3.05795 3.32940 -2.78966
H -4.26720 2.66573 -1.56569
H -0.74443 3.69382 -0.57005

* E: -2521.25358 Ha
* SMILES: COC[C@H](C)N.COC[C@H](C)N.CC(C)O.CC(C)O.CC(C)O.CC(C)O.CC(C)O.CC(C)O.CC(C)O.CC(C)O.CC(C)O.CC(C)O
* M: 779.2 g mol⁻¹
* E_HOMO: -9.12 eV
* frontier orbital gap: 9.568 eV
* net charge: 0

=====

(3)
Molecular formula: C38H104N2O25
Method: DFT, ωB97M-V/def2-TZVPD

Positions of all 169 atoms, in Å:
O -5.19040 -3.10446 -0.98855
H -5.66431 -2.93057 -0.14808
H -5.87941 -3.10336 -1.66366
O 2.17732 5.00216 -1.91691
H 3.05878 4.96330 -2.30936
H 1.58090 5.18187 -2.64955
O 4.59109 2.90878 -2.95932
H 5.12694 3.04497 -3.74895
H 3.81350 2.42567 -3.25764
C -2.11658 -1.25403 -0.12242
C -1.38365 0.06176 -0.24202
C -2.14881 1.10054 0.56622
C -1.37812 2.37475 0.78046
C -0.03253 2.03540 1.44660
C 0.80837 1.03249 0.65146
N -0.00106 -0.09822 0.24513
O 0.74389 -0.99057 -0.55511
C 1.48284 1.83181 -0.48748
C 1.94206 0.56287 1.56666
C -1.39693 0.44503 -1.73767
H -3.17177 -1.15135 -0.38541
H -2.06577 -1.58447 0.91706
H -1.74108 -2.02287 -0.79893
H -3.02722 1.28475 -0.05751
H -2.50641 0.71405 1.52663
H -1.85467 3.01395 1.52580
H -1.19736 2.90643 -0.15363
H -0.21693 1.64705 2.45592
H 0.51398 2.97109 1.57715
H 0.81804 2.22168 -1.26225
H 2.00942 2.70293 -0.10050
H 2.22650 1.22210 -1.01431
H 1.51433 0.06703 2.44688
H 2.53708 -0.20201 1.06409
H 2.56024 1.38556 1.91680
H -2.41336 0.50926 -2.12590
H -0.87932 -0.31807 -2.32734
H -0.91594 1.39480 -1.97831
H 0.90102 -0.54488 -1.40375
C 4.97275 -0.20277 -1.49097
C 4.59880 -1.54262 -2.13247
C 3.67732 -2.26285 -1.16196
C 2.80236 -3.33938 -1.80209
C 2.01186 -2.73536 -2.95127
C 2.95501 -2.23481 -4.04270
N 3.87816 -1.28846 -3.37324
O 4.70935 -0.60079 -4.29482
C 3.63226 -3.37337 -4.80655
C 2.14374 -1.39354 -5.01740
C 5.88907 -2.35527 -2.34161
H 5.29060 -0.30771 -0.45627
H 4.07891 0.42513 -1.52937
H 5.71468 0.32030 -2.09756
H 4.14577 -2.80777 -0.33388
H 3.03866 -1.54276 -0.64363
H 2.17650 -3.85491 -1.07364
H 3.44970 -4.09819 -2.25317
H 1.30703 -1.95075 -2.69576
H 1.47129 -3.56707 -3.42189
H 4.23614 -2.94463 -5.60724
H 4.24007 -4.01784 -4.17918
H 2.86298 -4.00290 -5.26175
H 1.33826 -1.99925 -5.45149
H 1.62166 -0.57797 -4.50873
H 2.73508 -1.00754 -5.84604
H 6.57057 -1.79220 -2.97948
H 5.70190 -3.31404 -2.83128
H 6.35191 -2.61224 -1.38731
H 4.28116 0.25440 -4.38570
C 1.72254 6.14345 1.35509
C 0.45435 6.43497 0.58785
O 0.67961 7.03346 -0.68219
O 2.43162 5.01030 0.92052
H 1.46456 5.99114 2.40746
H 2.35896 7.04010 1.33376
H -0.19317 7.07460 1.18534
H -0.09112 5.48632 0.44600
H 1.48372 6.64860 -1.05244
H 2.33332 4.91190 -0.03281
C 5.46397 -2.39285 3.32097
C 5.68124 -1.52292 2.12034
O 6.99520 -1.00701 2.06436
O 5.42963 -1.62296 4.52288
H 6.26266 -3.13944 3.36095
H 4.51663 -2.93226 3.20599
H 4.88245 -0.77190 2.06987
H 5.51086 -2.16482 1.23678
H 6.93160 -0.04611 1.96237
H 4.57110 -1.73885 4.93526
C -6.57867 3.25463 -0.50457
C -5.08534 3.17958 -0.56124
O -4.62190 2.16176 -1.40530
O -7.08182 2.04971 0.05913
H -6.91894 3.31498 -1.54846
H -6.88150 4.15080 0.04474
H -4.63366 3.09178 0.43982
H -4.72477 4.13455 -0.95432
H -5.05933 1.31766 -1.20145
H -7.99925 2.18533 0.30797
C -6.21339 0.34466 -4.04110
C -5.11963 -0.35653 -3.30245
O -5.45635 -0.46579 -1.91495
O -7.24627 -0.57233 -4.39290
H -5.80429 0.83199 -4.93517
H -6.59208 1.13932 -3.39030
H -4.18487 0.20085 -3.42468
H -4.92722 -1.34674 -3.73068
H -5.23864 -1.36758 -1.62449
H -8.09018 -0.12229 -4.31060
C -1.04108 -0.61841 6.42700
C -1.30726 0.19771 5.20546
O -0.06460 0.57843 4.59606
O -0.48106 -1.85195 6.01352
H -2.01985 -0.77401 6.90523
H -0.41206 -0.04438 7.11633
H -1.89748 1.09042 5.43282
H -1.88233 -0.40403 4.49279
H -0.15104 0.50833 3.64187
H -0.27066 -2.35625 6.80451
C -5.34069 -1.53830 1.85347
C -5.70522 -0.79592 3.11949
O -6.81358 0.07273 2.93268
O -6.44119 -2.37537 1.41582
H -4.50042 -2.21434 2.05124
H -5.05049 -0.88774 1.03075
H -4.86625 -0.16658 3.42420
H -5.88465 -1.53330 3.91317
H -7.51115 -0.46576 2.54317
H -6.42521 -3.20506 1.90343
C 1.22312 -4.44812 2.72475
C 1.27310 -3.04648 2.21345
O -0.05217 -2.62120 1.89847
O 0.43077 -4.49605 3.87696
H 2.23291 -4.77115 2.98915
H 0.87609 -5.11728 1.92333
H 1.92525 -2.86612 1.34950
H 1.69543 -2.39578 2.99810
H 0.04092 -1.97544 1.18660
H -0.45821 -4.19706 3.65995
C 5.70889 2.40861 0.97866
C 5.92647 3.78161 0.38537
O 6.38507 3.67469 -0.94701
O 6.92013 1.72034 1.23064
H 5.17230 1.85867 0.19102
H 5.10534 2.43449 1.88257
H 6.64414 4.37742 0.94887
H 4.96926 4.31820 0.43767
H 5.66672 3.29069 -1.47079
H 7.45704 1.70106 0.43098
C -4.00864 2.92894 3.65174
C -3.51429 2.49997 5.00903
O -4.23239 1.35379 5.48467
O -5.20900 3.70360 3.70464
H -4.05580 2.10067 2.93976
H -3.25321 3.61004 3.23104
H -3.53738 3.33948 5.70089
H -2.49223 2.13391 4.85984
H -4.87437 1.62040 6.14729
H -5.93589 3.12719 3.44760
C -1.06467 -4.67277 -4.86902
C -1.88113 -5.89586 -4.48433
O -1.68028 -6.24386 -3.12163
O -1.42410 -3.54557 -4.08523
H -1.28323 -4.40922 -5.90117
H -0.01779 -4.92716 -4.66881
H -1.53203 -6.73305 -5.09659
H -2.93501 -5.75080 -4.74235
H -2.34515 -5.82389 -2.56896
H -1.33961 -3.80521 -3.16083

* E: -3500.51228 Ha
* M: 989.2 g mol⁻¹
* E_HOMO: -8.48 eV
* frontier orbital gap: 8.066 eV
* net charge: 0

=====

Which value of E does entry 1 give?
-2813.92741 Ha

=====

Which formula does entry 1 have?
C38H100N6O13

=====

Among the records above, which one has the highest M?
C38H104N2O25

=====

What is the formula in the third record?
C38H104N2O25